[1]
2 unconnected molecules or ions with the total composition C3H7F2NO2S in a non-equilibrium geometry. Source: the Open Molecules 2025 dataset; level of theory: ωB97M-V/def2-TZVPD.

Each line ends with the natural charge from an NBO analysis.
CARTESIAN COORDINATES (ANGSTROEM)
C 2.839 0.463 -0.159  -0.74
C -1.354 -0.517 1.234  -0.55
C 2.038 -0.761 -0.060  0.71
N -1.706 1.096 -0.845  -1.07
O -2.742 -1.238 -0.845  -0.93
O -3.641 0.528 0.644  -0.93
F 2.085 -1.512 1.034  -0.33
F 1.796 -1.509 -1.129  -0.32
S -2.514 -0.115 0.020  2.23
H 3.913 0.239 -0.205  0.22
H 2.564 1.004 -1.062  0.24
H 2.663 1.085 0.716  0.24
H -1.086 -1.544 1.371  0.22
H -1.206 0.194 2.018  0.21
H -1.311 0.729 -1.695  0.40
H -2.338 1.858 -1.038  0.40

The charge is 0. For the HOMO energy (alpha / beta), the calculation gives -9.9 / -8.1 eV. As for the total energy: -921.51563 Eh. The maximum force is 1.7 eV/A.

=====

[2]
2 unconnected molecules or ions with the total composition C3H7F6NO3PS in a non-equilibrium geometry. Source: the Open Molecules 2025 dataset; level of theory: ωB97M-V/def2-TZVPD.

Each line ends with the natural charge from an NBO analysis.
CARTESIAN COORDINATES (ANGSTROEM)
C 1.241 -0.953 3.449  -0.54
C -0.113 -1.282 2.910  0.16
O -0.860 -0.460 1.935  -0.74
S -0.403 -0.830 0.322  1.72
O 0.581 -2.052 0.493  -0.90
O 0.406 0.465 -0.436  -0.64
C 1.410 1.090 0.439  0.05
N 0.844 2.254 1.279  -0.86
H 1.496 0.070 4.009  0.21
H 2.121 -1.724 3.329  0.23
H -0.629 -2.276 3.315  0.20
H 2.037 0.330 1.086  0.18
H 2.201 1.611 -0.287  0.19
H 1.641 2.770 1.722  0.35
H 0.264 1.892 2.068  0.36
F -2.192 -1.396 -2.870  -0.61
P -1.748 -0.129 -3.662  2.67
F -0.577 -0.976 -4.246  -0.61
F -2.681 1.061 -4.036  -0.61
F -0.542 0.848 -3.799  -0.61
F -1.869 0.319 -2.174  -0.61
F -2.626 -0.633 -4.847  -0.61

The charge is -1. For the HOMO energy, the calculation gives -6.6 eV. As for the total energy: -1737.65964 Eh. The maximum force is 5.9 eV/A.

=====

[3]
A single C3H7FN2O2 molecule. Source: the Open Molecules 2025 dataset; level of theory: ωB97M-V/def2-TZVPD.

Each line ends with the natural charge from an NBO analysis.
CARTESIAN COORDINATES (ANGSTROEM)
N -1.769 -0.314 -0.413  -0.85
C -0.781 0.715 -0.101  -0.26
C 0.627 0.116 -0.244  0.37
N 1.638 1.121 -0.195  -0.83
F 0.691 -0.469 -1.516  -0.36
C 0.866 -1.053 0.767  0.73
O 1.900 -1.123 1.371  -0.58
O -0.129 -1.905 0.898  -0.68
H -1.716 -0.552 -1.399  0.39
H -2.707 0.011 -0.214  0.38
H -0.838 1.595 -0.757  0.21
H -0.922 1.038 0.934  0.21
H 2.553 0.684 -0.133  0.39
H 1.517 1.722 0.610  0.37
H -0.931 -1.586 0.392  0.51

The charge is 0. For the HOMO energy, the calculation gives -10.0 eV. As for the total energy: -478.39883 Eh. The maximum force is 0.7 eV/A. Its SMILES is NC[C@](N)(F)C(=O)O.

=====

[4]
A single C3H7FN2S molecule in a non-equilibrium geometry. Source: the Open Molecules 2025 dataset; level of theory: ωB97M-V/def2-TZVPD.

Each line ends with the natural charge from an NBO analysis.
CARTESIAN COORDINATES (ANGSTROEM)
N 2.380 -0.886 -0.556  -0.63
N 1.026 -0.616 -0.169  -0.43
C 0.490 0.565 0.015  0.10
S 1.167 2.012 -0.288  -0.16
C -0.880 0.578 0.744  -0.49
C -1.949 -0.145 -0.035  0.06
F -2.194 0.630 -1.204  -0.37
H 2.980 -0.375 0.123  0.36
H 2.639 -0.384 -1.410  0.37
H 0.429 -1.480 -0.006  0.39
H -0.609 -0.082 1.571  0.22
H -1.077 1.587 0.981  0.25
H -2.950 -0.260 0.480  0.19
H -1.452 -1.144 -0.245  0.14

The charge is 0. For the HOMO energy, the calculation gives -8.4 eV. As for the total energy: -726.01923 Eh. The maximum force is 2.9 eV/A. Its SMILES is NNC(=S)CCF.

=====

[5]
2 unconnected molecules or ions with the total composition C3H7FN3 in a non-equilibrium geometry. Source: the Open Molecules 2025 dataset; level of theory: ωB97M-V/def2-TZVPD.

Each line ends with the natural charge from an NBO analysis.
CARTESIAN COORDINATES (ANGSTROEM)
C 1.113 0.202 -0.404  -0.04
C -1.411 -0.522 -0.045  0.72
C 0.669 1.154 0.487  0.10
N 2.107 -0.604 0.014  -0.79
N -1.010 -1.657 -0.045  -0.53
N -2.298 0.381 -0.366  -0.76
F -0.217 2.044 0.069  -0.33
H 0.739 0.167 -1.400  0.22
H 1.100 1.122 1.483  0.19
H 2.431 -1.293 -0.678  0.41
H 2.744 -0.206 0.654  0.41
H -0.554 -2.258 0.669  0.47
H -2.115 1.345 -0.383  0.46
H -3.299 0.125 -0.054  0.47

The charge is +1. For the HOMO energy, the calculation gives -12.4 eV. As for the total energy: -382.29686 Eh. The maximum force is 3.6 eV/A.

=====

[6]
A single C3H7FN4 molecule in a non-equilibrium geometry. Source: the Open Molecules 2025 dataset; level of theory: ωB97M-V/def2-TZVPD.

Each line ends with the natural charge from an NBO analysis.
CARTESIAN COORDINATES (ANGSTROEM)
N 2.915 -0.373 -1.454  -0.62
N 1.512 -0.526 -1.270  -0.38
C 1.184 -0.747 -0.015  0.23
N 0.074 -0.252 0.389  -0.29
N -0.293 -0.178 1.785  -0.66
C -0.705 0.678 -0.342  -0.13
C -2.011 0.931 -0.238  0.16
F -2.702 0.478 0.877  -0.36
H 3.458 -0.752 -0.616  0.31
H 3.009 -1.253 -2.305  0.33
H 1.843 -1.166 0.819  0.17
H -0.479 0.958 1.893  0.39
H -1.064 -0.889 1.828  0.39
H -0.119 1.243 -1.118  0.25
H -2.586 1.675 -0.967  0.21

The charge is 0. For the HOMO energy, the calculation gives -7.7 eV. As for the total energy: -437.20350 Eh. The maximum force is 6.9 eV/A. Its SMILES is N/N=C/N(N)/C=C\F.

=====

[7]
A gas-phase ion, C3H7FNO (charge +1) in a non-equilibrium geometry. Source: the Open Molecules 2025 dataset; level of theory: ωB97M-V/def2-TZVPD.

Each line ends with the natural charge from an NBO analysis.
CARTESIAN COORDINATES (ANGSTROEM)
C -0.075 -0.706 -0.984  -0.35
C 0.452 0.259 1.165  0.09
C -0.914 1.126 -0.417  0.54
N 0.431 -0.950 0.314  -0.54
O -0.765 0.885 0.912  -0.46
F -0.167 2.129 -0.970  -0.31
H -0.638 -1.338 -1.540  0.24
H 0.532 -0.137 -1.643  0.24
H 0.433 -0.134 2.141  0.23
H 1.392 0.847 0.770  0.22
H -1.895 1.095 -0.701  0.19
H -0.161 -1.755 0.750  0.46
H 1.375 -1.321 0.204  0.46

The charge is +1. For the HOMO energy, the calculation gives -14.8 eV. As for the total energy: -348.00237 Eh. The maximum force is 6.9 eV/A.

=====

[8]
A single C3H7FOS molecule in a non-equilibrium geometry. Source: the Open Molecules 2025 dataset; level of theory: ωB97M-V/def2-TZVPD.

Each line ends with the natural charge from an NBO analysis.
CARTESIAN COORDINATES (ANGSTROEM)
C -1.094 -0.755 -0.479  -0.62
C 0.029 0.229 -0.790  -0.45
C 1.090 0.342 0.257  -0.62
S 0.895 -0.249 -2.213  0.53
O 1.613 -1.903 -1.637  -0.28
F 2.851 -1.936 -0.968  -0.15
H -1.908 -0.673 -1.260  0.22
H -0.528 -1.724 -0.506  0.23
H -1.545 -0.647 0.490  0.22
H -0.337 1.314 -0.839  0.26
H 0.681 0.868 1.133  0.21
H 2.079 0.874 -0.145  0.23
H 1.404 -0.723 0.557  0.23

The charge is 0. For the HOMO energy, the calculation gives -9.7 eV. As for the total energy: -691.60825 Eh. The maximum force is 3.3 eV/A. Its SMILES is CC(C)SOF.

=====

[9]
A single C3H7FS molecule in a non-equilibrium geometry. Source: the Open Molecules 2025 dataset; level of theory: ωB97M-V/def2-TZVPD.

Each line ends with the natural charge from an NBO analysis.
CARTESIAN COORDINATES (ANGSTROEM)
C -0.851 -0.863 -0.745  -0.63
C -0.279 0.414 -0.241  -0.34
S -1.330 1.243 1.032  -0.07
C 1.106 0.014 0.392  0.06
F 1.984 -0.405 -0.647  -0.38
H -0.674 -1.394 0.221  0.20
H -0.014 -1.355 -1.399  0.24
H -1.831 -0.896 -1.064  0.22
H 0.055 1.037 -1.095  0.22
H -0.576 2.189 1.718  0.15
H 1.493 0.874 0.945  0.17
H 0.917 -0.860 0.882  0.16

The charge is 0. For the HOMO energy, the calculation gives -9.5 eV. As for the total energy: -616.50571 Eh. The maximum force is 4.7 eV/A. Its SMILES is C[C@@H](S)CF.

=====

[10]
3 unconnected molecules or ions with the total composition C3H7I2N2O in a non-equilibrium geometry. Source: the Open Molecules 2025 dataset; level of theory: ωB97M-V/def2-TZVPD.

Each line ends with the natural charge from an NBO analysis.
CARTESIAN COORDINATES (ANGSTROEM)
C -0.322 -2.052 -0.820  0.89
C -0.526 1.878 0.307  -0.49
C -0.307 0.404 0.240  -0.17
N -0.201 -2.128 -1.991  -0.70
N -0.108 -0.101 1.568  -0.81
O -0.282 -2.262 0.319  -0.60
I -2.353 0.906 -0.318  0.51
I 2.696 0.478 -0.612  -0.08
H -0.277 2.399 -0.574  0.26
H -0.661 2.525 1.268  0.24
H 2.798 0.480 -2.154  0.13
H -0.589 -1.719 -2.831  0.45
H 0.927 -0.064 1.584  0.46
H -0.340 -1.221 1.645  0.51
H -0.457 0.476 2.371  0.41

The charge is +1. For the HOMO energy, the calculation gives -12.4 eV. As for the total energy: -898.24528 Eh. The maximum force is 3.2 eV/A.

=====

[11]
A gas-phase ion, C3H7IN (charge +1) in a non-equilibrium geometry. Source: the Open Molecules 2025 dataset; level of theory: ωB97M-V/def2-TZVPD.

Each line ends with the natural charge from an NBO analysis.
CARTESIAN COORDINATES (ANGSTROEM)
C -0.752 -1.041 -0.535  0.13
N -0.184 -0.110 0.108  -0.25
C -0.590 1.194 -0.431  -0.43
C 0.943 -0.451 1.043  -0.33
I 2.830 0.081 -0.020  0.19
H -0.422 -1.999 -0.252  0.21
H -1.515 -0.910 -1.397  0.26
H -1.332 1.827 0.207  0.26
H -1.081 1.160 -1.431  0.25
H 0.235 1.747 -0.446  0.23
H 0.989 0.009 2.014  0.27
H 0.878 -1.507 1.141  0.23

The charge is +1. For the HOMO energy, the calculation gives -14.0 eV. As for the total energy: -470.62852 Eh. The maximum force is 4.3 eV/A. Its SMILES is C=[N+](C)CI.

=====

[12]
2 unconnected molecules or ions with the total composition C3H7IN in a non-equilibrium geometry. Source: the Open Molecules 2025 dataset; level of theory: ωB97M-V/def2-TZVPD.

Each line ends with the natural charge from an NBO analysis.
CARTESIAN COORDINATES (ANGSTROEM)
C -1.117 -1.601 0.176  -0.17
C -0.060 -1.052 -0.419  -0.39
C 0.611 -0.071 0.358  -0.09
N -0.010 1.753 -0.238  -0.84
I 2.737 0.030 0.091  0.29
H -1.451 -2.696 -0.083  0.25
H -1.609 -1.129 1.033  0.21
H 0.407 -1.481 -1.195  0.24
H 0.417 -0.062 1.448  0.24
H 0.860 2.298 -0.165  0.41
H -0.064 1.734 -1.242  0.42
H -0.720 2.277 0.236  0.42

The charge is +1. For the HOMO energy, the calculation gives -14.2 eV. As for the total energy: -470.61252 Eh. The maximum force is 3.6 eV/A.

=====

[13]
2 unconnected molecules or ions with the total composition C3H7IN in a non-equilibrium geometry. Source: the Open Molecules 2025 dataset; level of theory: ωB97M-V/def2-TZVPD.

Each line ends with the natural charge from an NBO analysis.
CARTESIAN COORDINATES (ANGSTROEM)
C 1.361 0.797 -0.595  -0.45
C 0.588 0.760 0.801  -0.49
C 1.173 -0.411 0.222  0.46
N 1.292 -1.699 0.067  -0.61
I -4.882 -0.098 0.001  -0.13
H 0.845 0.851 -1.478  0.26
H 2.337 1.307 -0.637  0.28
H 1.146 1.279 1.683  0.32
H -0.500 1.104 0.941  0.31
H -6.043 0.390 -1.015  0.13
H 1.971 -2.042 -0.672  0.47
H 0.714 -2.239 0.683  0.45

The charge is +1. For the HOMO energy, the calculation gives -12.4 eV. As for the total energy: -470.60964 Eh. The maximum force is 4.0 eV/A.

=====

[14]
A single C3H7IN2O molecule in a non-equilibrium geometry. Source: the Open Molecules 2025 dataset; level of theory: ωB97M-V/def2-TZVPD.

Each line ends with the natural charge from an NBO analysis.
CARTESIAN COORDINATES (ANGSTROEM)
C -1.136 2.733 -0.227  -0.46
N -0.131 1.751 0.026  -0.09
N -0.565 0.599 0.046  -0.20
C 0.317 -0.468 0.259  0.15
I 2.336 0.345 0.075  -0.05
O 0.131 -1.578 -0.614  -0.53
C 0.664 -2.813 -0.053  -0.25
H -1.118 3.430 0.701  0.22
H -2.209 2.494 -0.448  0.21
H -0.714 3.354 -0.994  0.22
H 0.252 -0.773 1.262  0.19
H -0.026 -3.562 -0.455  0.20
H 0.594 -2.659 0.983  0.18
H 1.604 -2.854 -0.560  0.21

The charge is 0. For the HOMO energy, the calculation gives -8.8 eV. As for the total energy: -600.85180 Eh. The maximum force is 3.3 eV/A. Its SMILES is C/N=N/[C@H](I)OC.

=====

[15]
A molecular structure, C3H7INO in a non-equilibrium geometry. Source: the Open Molecules 2025 dataset; level of theory: ωB97M-V/def2-TZVPD.

Each line ends with the natural charge from an NBO analysis.
CARTESIAN COORDINATES (ANGSTROEM)
C 1.180 0.040 0.636  0.12
C -0.045 1.053 3.361  0.28
C -0.803 -0.189 -1.002  -0.43
N 0.279 0.611 -0.344  -0.64
O 0.222 0.696 2.153  -0.60
I -1.785 2.221 3.523  0.27
H 0.698 -0.885 0.881  0.12
H 0.537 0.760 4.294  0.23
H -0.235 -0.947 -1.689  0.24
H -1.241 -0.675 -0.142  0.22
H -1.553 0.363 -1.494  0.25
H -0.137 1.289 0.289  0.48
H 1.004 0.929 -1.068  0.47

The charge is +1. For the HOMO energy, the calculation gives -13.7 eV. As for the total energy: -545.74165 Eh. The maximum force is 4.7 eV/A.

=====

[16]
A molecular structure, C3H7INO4S2 in a non-equilibrium geometry. Source: the Open Molecules 2025 dataset; level of theory: ωB97M-V/def2-TZVPD.

Each line ends with the natural charge from an NBO analysis.
CARTESIAN COORDINATES (ANGSTROEM)
O 2.930 -0.398 -1.736  -0.98
S 2.929 -0.584 -0.324  2.22
O 4.042 -0.083 0.400  -0.98
N 1.537 -0.345 0.402  -1.28
S 1.040 1.154 0.496  2.33
O 1.237 1.723 1.794  -0.99
O 1.429 1.992 -0.598  -0.99
C -0.752 0.947 0.338  -0.66
C -1.179 -0.434 -0.110  -0.44
C -2.693 -0.481 -0.232  -0.46
I -3.415 -2.494 -0.017  0.01
H 2.945 -1.916 -0.155  -0.10
H -1.043 1.659 -0.421  0.23
H -1.203 1.162 1.296  0.22
H -0.754 -0.675 -1.075  0.22
H -0.850 -1.204 0.568  0.23
H -3.028 -0.096 -1.183  0.21
H -3.173 0.074 0.557  0.21

The charge is -1. For the HOMO energy, the calculation gives -5.5 eV. As for the total energy: -1568.33229 Eh. The maximum force is 1.7 eV/A.

=====

[17]
2 unconnected molecules or ions with the total composition C3H7IO4 in a non-equilibrium geometry. Source: the Open Molecules 2025 dataset; level of theory: ωB97M-V/def2-TZVPD.

Each line ends with the natural charge from an NBO analysis.
CARTESIAN COORDINATES (ANGSTROEM)
C 1.157 -0.669 -0.237  -0.63
C 0.169 0.360 0.395  0.43
O -1.087 -0.233 0.537  -0.72
O 0.823 0.815 1.502  -0.72
C -0.022 1.606 -0.461  0.76
O -0.889 2.368 -0.158  -0.59
O 0.907 1.900 -1.393  -0.67
H 2.081 -0.243 0.058  0.22
H 1.010 -0.613 -1.238  0.21
H 0.964 -1.579 0.300  0.22
H -1.800 0.476 0.546  0.50
H 0.776 0.282 2.291  0.49
H 0.795 2.750 -1.719  0.49
I -2.105 -4.286 -0.440  -0.10
H -2.780 -2.933 0.016  0.10

The charge is 0. For the HOMO energy, the calculation gives -10.0 eV. As for the total energy: -717.14909 Eh. The maximum force is 4.0 eV/A. Its SMILES is CC(O)(O)C(=O)O.I.

=====

[18]
A molecular structure, C3H7LiNO. Source: the Open Molecules 2025 dataset; level of theory: ωB97M-V/def2-TZVPD.

Each line ends with the natural charge from an NBO analysis.
CARTESIAN COORDINATES (ANGSTROEM)
O -1.263 -0.347 -0.145  -0.70
C -0.177 0.141 -0.442  0.69
N 0.882 0.101 0.414  -0.61
C 0.092 0.825 -1.766  -0.72
C 0.762 -0.525 1.717  -0.42
H 1.771 0.519 0.130  0.41
H 0.896 0.312 -2.320  0.24
H -0.827 0.800 -2.375  0.24
H 0.386 1.878 -1.615  0.24
H 1.728 -0.447 2.243  0.22
H 0.499 -1.592 1.620  0.20
H -0.011 -0.026 2.325  0.20
Li -4.739 -1.642 0.214  1.00

The charge is +1. For the HOMO energy, the calculation gives -12.5 eV. As for the total energy: -255.81937 Eh. The maximum force is 0.8 eV/A.